Record 1
Below is C4H4ClF in the gas phase at a distorted geometry, with properties calculated with ωB97M-V/def2-TZVPD.

Properties
strongest force on any atom	6.013	eV Å⁻¹
E_HOMO	-10.76	eV
E_LUMO	0.898	eV
total charge	0

Last column: Löwdin charge in e.
Cartesian coordinates (Å):
C (1.6760, -0.7080, 1.3417)  0.168
C (0.9361, -0.0850, 0.6887)  -0.089
C (-0.0761, 0.7520, 0.0216)  -0.346
F (-0.6383, 1.5504, 1.0981)  -0.038
C (-1.0212, -0.1545, -0.7997)  -0.547
Cl (-0.3715, -1.0263, -2.2368)  0.546
H (2.3397, -1.2072, 1.8107)  -0.025
H (0.4688, 1.4190, -0.6708)  0.144
H (-1.8693, 0.4539, -1.1412)  0.073
H (-1.4442, -0.9943, -0.1123)  0.114

Record 2
Below is C4H4ClF in the gas phase at a distorted geometry, with properties calculated with ωB97M-V/def2-TZVPD.

Properties
strongest force on any atom	3.564	eV Å⁻¹
E_HOMO	-10.44	eV
E_LUMO	0.811	eV
total charge	0

Last column: Löwdin charge in e.
Cartesian coordinates (Å):
C (2.0196, -0.7176, -0.4188)  0.157
C (1.1704, 0.0961, -0.0860)  -0.098
C (-0.0028, 0.8020, 0.3399)  -0.386
F (0.0519, 1.0045, 1.7473)  -0.044
C (-1.0857, -0.2434, 0.0294)  -0.454
Cl (-1.6408, -0.0708, -1.7457)  0.501
H (2.6417, -1.4833, -0.7911)  0.029
H (-0.2943, 1.8318, 0.0788)  0.155
H (-1.8922, 0.0628, 0.6824)  0.075
H (-0.9678, -1.2820, 0.1638)  0.063

Record 3
Below is C4H4ClN3O2 in the gas phase at a distorted geometry, with properties calculated with ωB97M-V/def2-TZVPD.

Properties
strongest force on any atom	4.790	eV Å⁻¹
E_HOMO	-9.62	eV
E_LUMO	-0.450	eV
total charge	0

Last column: Löwdin charge in e.
Cartesian coordinates (Å):
O (2.8239, 1.4180, 0.7992)  0.070
N (2.0944, 0.5932, 0.3032)  -0.440
O (1.7802, 0.5086, -0.8541)  0.069
C (1.4351, -0.2642, 1.1945)  -0.030
C (0.3053, -0.9619, 0.8698)  -0.110
N (-0.0217, -1.3060, -0.4487)  0.098
C (-0.7766, -0.8671, -1.3132)  -0.283
N (-1.3946, 0.3447, -1.4959)  0.044
C (-1.9468, 1.0676, -0.6583)  -0.452
Cl (-2.4081, 0.3665, 0.9210)  0.630
H (1.8048, -0.2043, 2.2374)  0.132
H (-0.4953, -1.2367, 1.4891)  0.062
H (-0.8103, -1.4533, -2.3537)  0.164
H (-2.3905, 1.9949, -0.6903)  0.045

Record 4
Below is 2 unconnected molecules or ions with the total composition C4H4ClN3O4 at a distorted geometry, with properties calculated with ωB97M-V/def2-TZVPD.

Properties
strongest force on any atom	4.342	eV Å⁻¹
E_HOMO	-9.16	eV
E_LUMO	-0.141	eV
total charge	0

Last column: Löwdin charge in e.
Cartesian coordinates (Å):
O (1.1641, -2.1588, -1.5521)  0.086
C (0.4645, -1.5437, -0.8089)  -0.564
N (-0.8752, -1.4231, -0.9149)  0.114
C (-1.5949, -0.9267, 0.1129)  -0.707
Cl (-3.2934, -0.8073, -0.0569)  0.720
C (-0.9432, -0.3471, 1.2372)  -0.083
C (0.3783, -0.1921, 1.2273)  -0.474
O (1.0261, 0.4440, 2.1971)  0.073
N (1.0645, -0.7963, 0.2684)  0.204
H (-1.4462, 0.0296, 2.1774)  0.133
H (0.4195, 0.8350, 3.0069)  0.227
H (2.0912, -0.4762, 0.2208)  0.214
O (0.5355, 2.1559, -0.2926)  0.010
N (-0.0117, 2.1198, -1.3547)  -0.093
O (0.8158, 1.7240, -2.3670)  -0.014
H (0.2051, 1.3631, -3.1009)  0.153

Relative energy (zero: lowest compared OMol25 entry of this formula, charge and spin) for every record listed, in sequence, given in kcal/mol: 36.5; 34.1; 116.7; 7.1.